Record 1
{
  "formula": "C6H11N",
  "method": "wB97M-V/def2-TZVPD",
  "homo_ev": -7.6,
  "charge": 0,
  "gap_ev": 6.401,
  "symbols": ["C", "C", "C", "C", "C", "N", "C", "H", "H", "H", "H", "H", "H", "H", "H", "H", "H", "H"],
  "coordinates": [[1.339, 0.265, -1.641], [1.395, 0.885, -0.248], [1.189, -0.122, 0.921], [-0.139, -0.766, 0.714], [-1.233, 0.082, 0.887], [-2.275, 0.733, -0.021], [-2.642, -0.524, 0.099], [1.153, 1.061, -2.362], [2.249, -0.262, -1.918], [0.476, -0.406, -1.651], [2.330, 1.439, -0.167], [0.557, 1.567, -0.130], [2.070, -0.704, 1.175], [1.009, 0.543, 1.784], [-0.272, -1.845, 0.682], [-1.465, 0.465, 1.881], [-2.517, -1.218, -0.774], [-3.221, -1.192, 0.769]]
}

---

Record 2
{
  "formula": "C6H10O",
  "method": "wB97M-V/def2-TZVPD",
  "homo_ev": [-5.1, -9.2],
  "spin_multiplicity": 3,
  "charge": 0,
  "gap_ev": [6.017, 7.489],
  "symbols": ["C", "C", "C", "C", "C", "C", "O", "H", "H", "H", "H", "H", "H", "H", "H", "H", "H"],
  "coordinates": [[0.666, -0.234, -0.013], [-0.798, 0.394, 0.093], [1.988, 0.293, 0.017], [-2.127, -0.099, 0.090], [3.117, -0.620, -0.175], [-3.277, 0.709, -0.280], [-2.350, -1.439, 0.296], [0.615, -1.250, -0.113], [-0.895, 1.454, -0.221], [2.093, 1.319, 0.175], [3.976, 0.006, -0.608], [2.787, -1.377, -0.912], [3.608, -1.047, 0.780], [-4.135, 0.745, 0.438], [-3.631, 0.394, -1.304], [-2.982, 1.699, -0.415], [-1.655, -1.940, -0.050]]
}

---

Record 3
{
  "formula": "C5H5NO2",
  "method": "wB97M-V/def2-TZVPD",
  "homo_ev": -10.3,
  "charge": 0,
  "gap_ev": 10.431,
  "symbols": ["N", "C", "C", "C", "O", "C", "C", "O", "H", "H", "H", "H", "H"],
  "coordinates": [[-0.442, -1.122, -3.024], [-0.262, -0.735, -1.937], [0.102, -0.254, -0.638], [-0.059, -0.958, 0.687], [1.070, -0.894, 1.559], [-0.910, 0.230, 0.367], [-0.479, 1.533, 0.946], [0.671, 1.897, 1.170], [1.126, 0.223, -0.630], [-0.579, -1.937, 0.640], [1.513, 0.052, 1.539], [-2.005, 0.215, 0.199], [-1.243, 2.382, 1.028]]
}

---

In order of appearance, E = -7883.6610, -8426.0558, -10848.7604 eV.
In order of appearance, energy above the lowest of the compared OMol25 structures with the same formula, charge and spin = 6.870, 0.000, 2.555 eV.